1.
C4H13NO | ωB97M-V/def2-TZVPD

## Properties
**Total charge**: +1
**E_LUMO (alpha / beta)**: -0.117 / -0.309 hartree
**2S+1**: 2
**Frontier orbital gap (alpha / beta)**: 11.58 / 6.27 eV
**Energy relative to the best compared isomer or geometry (same formula, charge and spin)**: 75.69 kcal per mole

The geometry in XYZ format:
```
19
Properties=species:S:1:pos:R:3:lowdin_spin:R:1
C 0.9321 1.0938 -0.2198 0.018
C -0.1078 0.1837 -0.9436 0.021
C 0.3599 -1.3329 -0.7325 0.011
C 0.8051 -1.7064 0.7368 0.056
N -0.1483 -0.9167 1.7069 0.797
H 1.2278 0.4502 0.6623 0.003
H 0.7370 2.1134 -0.2294 0.000
H 1.9657 1.0329 -0.7456 0.007
H -1.1484 0.2922 -0.4024 0.010
H -0.4301 0.6575 -1.8508 0.003
H -0.5779 -1.7179 -1.0674 0.002
H 1.2599 -1.5285 -1.5126 -0.001
H 1.8606 -1.4518 0.9607 0.032
H 0.4567 -2.7729 0.9097 0.003
H -0.0746 -1.3601 2.5479 0.029
H 0.0133 0.2085 1.5982 0.007
H -2.5006 2.0483 -1.1838 0.000
H -2.4314 2.7567 0.0364 0.000
O -2.1990 1.9501 -0.2712 0.001
```



2.
C4H13NO2 | ωB97M-V/def2-TZVPD

## Properties
**E_LUMO**: 0.032 hartree
**Frontier orbital gap**: 9.96 eV
**Energy relative to the best compared isomer or geometry (same formula, charge and spin)**: 27.90 kcal per mole

The geometry in XYZ format:
```
20
Properties=species:S:1:pos:R:3:nbo_charge:R:1
C 1.7399 -0.7512 -0.8981 -0.629
C 0.9034 0.5529 -1.1227 -0.225
N 0.8955 1.4339 0.0499 -0.625
C -0.1451 1.2694 1.0564 -0.241
C -0.0368 -0.0954 1.7633 -0.082
O -0.4121 -1.1259 0.8352 -0.741
H 2.0883 -0.7800 0.1282 0.204
H 1.1645 -1.5871 -1.2940 0.213
H 2.5914 -0.7278 -1.5773 0.204
H 1.4583 1.0931 -1.8899 0.189
H -0.0818 0.2988 -1.5210 0.184
H 0.7573 2.3475 -0.3440 0.357
H 0.1334 1.9895 1.8284 0.204
H -1.1824 1.3682 0.7231 0.163
H -0.7051 -0.1511 2.6251 0.172
H 0.9891 -0.1937 2.1239 0.173
H 0.2917 -1.7780 0.8888 0.480
H -2.1014 -0.3704 -0.7613 0.475
H -2.8600 -1.6130 -1.2092 0.469
O -2.4433 -0.8176 -1.5318 -0.945
```



3.
C4H13NO2 | ωB97M-V/def2-TZVPD

## Properties
**E_LUMO**: 0.015 hartree
**Frontier orbital gap**: 8.51 eV
**Energy relative to the best compared isomer or geometry (same formula, charge and spin)**: 51.08 kcal per mole

The geometry in XYZ format:
```
20
Properties=species:S:1:pos:R:3:nbo_charge:R:1
C 1.8059 0.8103 -0.9993 -0.678
C 1.3047 -0.1187 0.1661 0.224
C 1.1526 -1.4478 -0.0092 -0.560
C -0.1135 1.7467 0.7765 -0.403
N 0.6934 0.6878 1.2216 -0.631
H 2.4244 0.1735 -1.7083 0.227
H 0.9296 1.2388 -1.5151 0.220
H 2.4643 1.5927 -0.6066 0.229
H 0.9687 -1.7304 -1.0713 0.208
H 0.9231 -2.2344 0.7980 0.224
H 0.4443 2.6545 0.4481 0.200
H -0.7254 1.3663 -0.0357 0.148
H -0.6935 2.1099 1.6496 0.218
H 0.1791 0.0591 1.7422 0.374
H -1.8690 -1.1684 0.9203 0.479
H -2.2704 -2.3302 1.9546 0.484
O -1.7644 -1.5242 1.8045 -0.961
H -1.3943 0.0169 -1.7305 0.462
H -1.8090 -0.8431 -2.9179 0.469
O -1.9011 0.0664 -2.5649 -0.933
```



4.
C4H13NO2 | ωB97M-V/def2-TZVPD

## Properties
**E_LUMO**: 0.023 hartree
**Frontier orbital gap**: 8.92 eV
**Energy relative to the best compared isomer or geometry (same formula, charge and spin)**: 24.24 kcal per mole

The geometry in XYZ format:
```
20
Properties=species:S:1:pos:R:3:nbo_charge:R:1
C 0.4650 -1.0097 -1.5402 -0.659
N -0.4578 0.7889 0.4299 -0.875
C -0.0910 -0.5175 0.8166 0.166
C 0.3788 -1.4120 -0.0733 -0.278
C 0.0748 -0.6441 2.3145 -0.646
H -0.3970 -0.3650 -1.7465 0.211
H 0.3408 -1.8491 -2.2229 0.219
H 1.3648 -0.4535 -1.8046 0.221
H -0.0377 1.3587 -0.2794 0.399
H -0.8093 1.3471 1.1870 0.380
H 0.3127 -2.4694 0.1467 0.210
H 0.8581 0.0532 2.5904 0.219
H -0.8764 -0.5425 2.8482 0.212
H 0.3906 -1.6591 2.5523 0.227
H 2.0322 1.5965 0.1111 0.471
H 3.3120 2.4886 0.0280 0.475
O 2.6899 1.9751 -0.4613 -0.947
H -3.7041 -0.3527 -0.8684 0.461
H -2.2462 -0.0528 -0.7209 0.479
O -3.0052 0.1691 -1.2883 -0.944
```